w:
An isolated molecule of C4H5FO2. Source: the Open Molecules 2025 dataset; level of theory: wB97M-V/def2-TZVPD.

Summary:
**Total charge**: 0
**HOMO**: -10.32 eV
**Multiplicity**: 1
**SMILES**: CCC(=O)C(=O)F

Each line ends with the natural charge from an NBO analysis.
Cartesian coordinates (Å):
C -1.75721 0.19316 0.20196  -0.628
C -0.37002 -0.11057 -0.44337  -0.527
C 0.74004 0.34396 0.43137  0.536
O 0.67981 1.10889 1.34983  -0.485
C 2.19869 -0.35633 -0.09645  0.775
O 2.57326 -0.18879 -1.22033  -0.533
F 2.83804 -1.14944 0.75391  -0.312
H -2.71540 -0.36212 -0.15651  0.227
H -2.05958 1.21061 -0.09366  0.220
H -1.77084 0.24028 1.25984  0.230
H -0.12570 0.28967 -1.40356  0.262
H -0.23110 -1.21932 -0.58304  0.236



x:
An isolated molecule of C4H5FO2. Source: the Open Molecules 2025 dataset; level of theory: wB97M-V/def2-TZVPD.

Summary:
**Total charge**: 0
**HOMO**: -11.34 eV
**Multiplicity**: 1
**SMILES**: C[C@@]1(F)COC1=O

Each line ends with the natural charge from an NBO analysis.
Cartesian coordinates (Å):
C -1.13589 -0.28742 1.25299  -0.630
C -0.51416 -0.07902 -0.15508  0.231
F -1.69095 -0.55801 -1.03080  -0.360
C -0.09982 1.42757 -0.11265  -0.109
O 1.36318 1.00225 -0.04201  -0.496
C 0.99711 -0.38919 -0.14697  0.758
O 1.73318 -1.27716 0.01724  -0.482
H -0.68028 -0.00162 2.12072  0.229
H -2.08918 0.38688 1.34992  0.217
H -1.46483 -1.22789 1.49671  0.226
H -0.61413 2.27058 0.55660  0.224
H -0.18730 1.76173 -1.07832  0.190



Ranking the structures above from most stable to least stable yields w, x.